{"formula": "CClNS2", "method": "ωB97M-V/def2-TZVPD", "species": ["C", "N", "S", "S", "Cl"], "positions_angstrom": [[-1.399, 0.026, 0.166], [-2.033, -0.789, -0.283], [0.043, 1.242, 0.539], [1.228, 0.428, -0.758], [2.161, -0.907, 0.336]], "mulliken_charge": [0.26, -0.33, 0.05, 0.10, -0.08], "de_lowest_ev": 0.488, "lumo_energy_ev": -0.2, "total_charge": 0}

{"formula": "C18H21F2N3O2", "method": "ωB97M-V/def2-TZVPD", "species": ["C", "C", "H", "H", "O", "C", "O", "C", "N", "C", "C", "C", "C", "H", "H", "H", "H", "H", "H", "H", "H", "C", "C", "C", "N", "N", "C", "H", "H", "C", "C", "C", "C", "C", "C", "F", "H", "F", "H", "H", "H", "H", "H", "H", "H", "H"], "positions_angstrom": [[-4.149, -0.664, 2.053], [-2.871, -1.416, 1.711], [-2.061, -1.120, 2.383], [-3.017, -2.497, 1.768], [-2.468, -1.168, 0.362], [-1.776, -0.057, 0.122], [-1.484, 0.741, 0.982], [-1.413, 0.153, -1.353], [-0.757, -0.938, -2.039], [-1.586, -2.102, -2.278], [-2.790, -1.697, -3.125], [-3.585, -0.615, -2.404], [-2.673, 0.574, -2.128], [-3.200, 1.348, -1.565], [-2.348, 1.002, -3.078], [-4.432, -0.294, -3.015], [-3.973, -1.015, -1.467], [-3.415, -2.572, -3.313], [-2.436, -1.311, -4.082], [-0.980, -2.829, -2.826], [-1.936, -2.576, -1.350], [0.596, -1.200, -1.578], [0.717, -1.482, -0.113], [1.201, -0.637, 0.877], [0.974, -1.268, 2.055], [0.402, -2.456, 1.895], [0.236, -2.599, 0.595], [-0.214, -3.489, 0.203], [1.219, -0.941, 2.977], [1.815, 0.683, 0.817], [1.346, 1.721, 1.622], [1.911, 2.981, 1.567], [2.966, 3.205, 0.700], [3.473, 2.204, -0.108], [2.887, 0.955, -0.033], [3.403, -0.031, -0.793], [4.303, 2.385, -0.771], [3.522, 4.428, 0.641], [1.541, 3.786, 2.181], [0.498, 1.539, 2.262], [1.194, -0.319, -1.827], [0.983, -2.045, -2.154], [-0.712, 0.999, -1.346], [-3.976, 0.408, 1.988], [-4.457, -0.911, 3.064], [-4.945, -0.936, 1.363]], "mulliken_charge": [-1.34, -0.22, 0.30, 0.36, -0.02, 0.07, -0.64, 0.18, 0.21, -0.30, -0.99, -0.41, -1.30, 0.42, 0.44, 0.42, 0.09, 0.41, 0.35, 0.49, 0.11, -1.49, 1.90, -0.26, 0.55, -1.07, -0.92, 0.58, 0.20, 0.02, -0.54, -0.87, 0.43, -0.82, 0.68, -0.34, 0.49, -0.33, 0.44, 0.42, 0.38, 0.44, 0.43, 0.30, 0.44, 0.30], "de_lowest_ev": 0.000, "lumo_energy_ev": 0.8, "total_charge": 0}

{"formula": "C4H6FN3", "method": "ωB97M-V/def2-TZVPD", "species": ["C", "C", "C", "C", "N", "N", "N", "F", "H", "H", "H", "H", "H", "H"], "positions_angstrom": [[-1.801, 0.681, 2.026], [-2.060, 1.511, 0.991], [-0.710, 0.879, -0.136], [0.664, -1.079, 0.070], [-0.993, -0.392, 1.750], [-0.374, -0.173, 0.514], [-0.295, 1.408, -1.317], [-2.466, 2.740, 0.881], [-2.433, 0.654, 2.849], [0.561, -2.123, 0.475], [0.654, -1.250, -0.977], [1.725, -0.732, 0.391], [0.646, 0.993, -1.564], [-0.573, 2.338, -1.271]], "mulliken_charge": [-0.33, 0.19, 0.21, -1.06, -0.95, 0.68, -0.46, -0.26, 0.45, 0.29, 0.42, 0.28, 0.24, 0.29], "de_lowest_ev": 3.671, "lumo_energy_ev": 0.7, "total_charge": 0}

{"formula": "C4H13NO3", "method": "ωB97M-V/def2-TZVPD", "species": ["C", "N", "C", "C", "C", "O", "H", "H", "H", "H", "H", "H", "H", "H", "H", "H", "H", "O", "H", "H", "O"], "positions_angstrom": [[-0.759, -2.073, -0.016], [0.197, -1.255, -0.566], [-0.292, 0.101, -0.781], [-0.318, 1.042, 0.495], [1.198, -2.390, 1.977], [-1.833, -1.710, 0.611], [-0.649, -3.258, -0.019], [0.360, 0.562, -1.535], [-1.205, -0.018, -1.364], [0.599, 1.517, 0.783], [-0.832, 0.672, 1.354], [-0.880, 1.947, 0.183], [0.367, -3.052, 2.305], [1.819, -2.921, 1.240], [0.794, -1.468, 1.539], [1.799, -2.141, 2.882], [-1.326, 2.490, -2.843], [-1.255, 2.364, -1.877], [-0.103, 2.917, -1.432], [1.349, 3.646, -1.800], [0.971, 3.027, -1.135]], "lowdin_spin": [0.17, 0.64, 0.08, 0.08, 0.03, 0.89, 0.05, 0.01, 0.01, 0.00, 0.01, 0.01, 0.00, 0.00, 0.01, 0.01, -0.01, -0.72, -0.01, 0.00, -0.27], "de_lowest_ev": 8.228, "multiplicity": 2, "lumo_energy_ev": [-7.0, -9.2], "total_charge": 1}

{"formula": "C12H19Cl2NO3TcTe4", "method": "ωB97M-V/def2-TZVPD", "species": ["Tc", "Te", "Te", "Te", "Te", "C", "O", "C", "C", "O", "C", "H", "H", "H", "H", "H", "H", "H", "H", "H", "H", "Cl", "C", "C", "C", "C", "C", "Cl", "C", "N", "H", "H", "H", "C", "C", "O", "H", "H", "H", "H", "H", "H"], "positions_angstrom": [[-0.127, -0.275, -0.355], [2.356, 0.629, 0.000], [2.660, -1.368, 1.841], [-1.402, -2.962, 2.592], [-0.008, -0.723, 2.263], [0.267, -3.493, -0.905], [0.831, -2.202, -1.163], [1.315, -2.028, -2.494], [0.205, -1.377, -3.282], [-0.143, -0.122, -2.675], [0.580, 0.991, -3.216], [0.989, -4.251, -1.209], [-0.672, -3.621, -1.450], [0.074, -3.555, 0.164], [1.611, -2.992, -2.909], [2.185, -1.374, -2.419], [-0.698, -1.988, -3.249], [0.488, -1.217, -4.325], [0.395, 1.055, -4.289], [1.650, 0.898, -3.018], [0.199, 1.878, -2.715], [-2.535, -1.237, -0.689], [-3.219, 0.322, -0.984], [-4.526, 0.453, -1.390], [-5.021, 1.736, -1.570], [-4.214, 2.840, -1.363], [-2.901, 2.672, -0.958], [-1.890, 4.056, -0.739], [-2.368, 1.400, -0.726], [-1.049, 1.214, -0.329], [-5.142, -0.420, -1.556], [-6.045, 1.875, -1.889], [-4.594, 3.840, -1.521], [-3.454, 1.182, 2.861], [-2.711, 2.506, 2.805], [-1.319, 2.306, 2.590], [-4.521, 1.337, 3.034], [-3.061, 0.554, 3.662], [-3.335, 0.633, 1.925], [-2.814, 3.036, 3.754], [-3.135, 3.152, 2.032], [-1.097, 2.479, 1.665]], "lowdin_spin": [0.84, 0.00, 0.00, 0.00, -0.02, 0.00, 0.03, 0.00, 0.00, 0.00, 0.00, 0.00, 0.00, 0.00, 0.00, 0.00, 0.00, 0.00, 0.00, 0.00, 0.00, 0.00, 0.00, 0.00, -0.01, 0.00, -0.01, 0.00, 0.03, 0.11, 0.00, 0.00, 0.00, 0.00, 0.00, 0.00, 0.00, 0.00, 0.00, 0.00, 0.00, 0.00], "de_lowest_ev": 0.752, "multiplicity": 2, "lumo_energy_ev": [-1.3, -1.0], "total_charge": 0}